1.
A 2-piece molecular cluster, C22H25N3O3 overall in a non-equilibrium geometry. Source: the OMol25 dataset; level of theory: the ωB97M-V functional and the def2-TZVPD basis.

The energy relative to the best compared isomer or geometry (same formula, charge and spin) is 142.0 kcal/mol. As for the gap between HOMO and LUMO: 5.7 eV. The HOMO energy comes out at -8.22 eV. The net charge is 0.

CARTESIAN COORDINATES (ANGSTROEM)
C  0.1194  -3.3519  1.4373
C  0.1884  -3.4130  -0.0898
O  1.2091  -3.6523  -0.7363
N  -1.0590  -3.1468  -0.5583
C  -1.9191  -2.9088  0.4940
O  -3.1062  -2.6631  0.4711
O  -1.2281  -2.9917  1.7192
H  0.3726  -4.3328  1.8698
H  0.8259  -2.6044  1.8282
C  -3.6647  -11.5229  -6.4053
N  -2.8281  -11.0861  -5.3051
C  -1.6230  -11.8774  -5.1353
C  -2.8833  -9.7668  -4.8352
C  -3.6052  -9.4638  -3.6518
C  -3.5421  -8.1999  -3.1071
C  -2.7940  -7.1609  -3.7285
C  -2.6915  -5.8800  -3.1101
C  -2.1965  -4.7526  -3.7580
C  -1.8516  -3.5756  -3.1043
C  -1.2445  -2.4705  -3.7674
C  -0.6511  -1.4260  -3.0138
C  0.0142  -0.3788  -3.6080
C  0.0522  -0.2801  -5.0232
N  0.6991  0.7953  -5.6454
C  2.0900  0.6903  -6.0487
C  -0.0490  1.7582  -6.4343
C  -0.5672  -1.2871  -5.7980
C  -1.1715  -2.3716  -5.1891
C  -2.1431  -7.4609  -4.9620
C  -2.1917  -8.7324  -5.5038
H  -4.5817  -10.9237  -6.4338
H  -3.1453  -11.4344  -7.3737
H  -3.9216  -12.5782  -6.2499
H  -1.0861  -11.5436  -4.2398
H  -1.9109  -12.9295  -5.0170
H  -0.9536  -11.7962  -6.0073
H  -4.1771  -10.2659  -3.1807
H  -4.0681  -7.9758  -2.1785
H  -3.0258  -5.7789  -2.0749
H  -2.0749  -4.8068  -4.8422
H  -2.0498  -3.4903  -2.0337
H  -0.6984  -1.5037  -1.9319
H  0.4983  0.3971  -3.0133
H  2.5970  -0.0784  -5.4554
H  2.1798  0.4393  -7.1192
H  2.5759  1.6608  -5.8867
H  -1.0868  1.8021  -6.0857
H  0.4191  2.7431  -6.3080
H  -0.0343  1.5059  -7.5069
H  -0.5370  -1.2037  -6.8873
H  -1.6090  -3.1559  -5.8057
H  -1.5699  -6.6874  -5.4731
H  -1.6812  -8.9638  -6.4418

Atomic forces in eV per Å
0.2 0.0 0.0
-0.1 0.1 0.0
-0.7 0.1 0.3
-0.1 0.0 0.9
0.9 -0.2 0.2
0.7 -0.1 -0.1
-0.2 0.0 -0.3
-0.2 0.3 -0.1
-0.3 -0.2 -0.1
0.1 0.3 0.1
-0.5 -1.0 0.3
0.0 0.4 0.0
0.1 0.9 0.3
0.4 -0.4 -0.7
0.3 0.8 0.0
-0.2 -1.4 -0.7
0.3 1.5 -0.2
-0.5 -1.0 -0.4
-0.9 0.1 -0.4
0.5 0.6 -0.7
-0.2 -0.4 0.4
0.1 0.3 -1.1
-0.3 -0.7 0.4
0.3 0.9 0.2
-0.2 -0.1 0.2
-0.1 -0.4 0.1
-0.1 0.1 0.2
0.0 -0.1 0.3
-0.2 0.3 0.4
-0.2 -0.3 0.3
0.2 -0.2 0.0
-0.1 0.0 0.0
-0.1 0.2 -0.1
-0.1 -0.2 -0.2
0.1 0.2 0.0
0.1 -0.1 0.1
0.2 0.3 -0.1
0.1 -0.1 -0.2
0.3 0.0 -0.1
0.3 -0.2 0.4
0.3 0.1 -0.2
0.0 0.0 -0.2
-0.2 -0.2 -0.2
0.0 0.2 -0.1
0.1 -0.1 0.1
0.1 -0.2 0.0
0.2 0.1 -0.1
-0.2 -0.1 -0.1
-0.1 0.1 0.0
0.0 -0.1 0.3
0.1 0.3 0.1
-0.1 -0.2 0.2
-0.1 0.1 0.3


2.
A 2-piece molecular cluster, H4O2 overall in a non-equilibrium geometry. Source: the OMol25 dataset; level of theory: the ωB97M-V functional and the def2-TZVPD basis.

Its SMILES is O.O. The energy relative to the best compared isomer or geometry (same formula, charge and spin) is 5.6 kcal/mol. As for the gap between HOMO and LUMO: 12.4 eV. The HOMO energy comes out at -11.47 eV. The net charge is 0.

CARTESIAN COORDINATES (ANGSTROEM)
O  1.6335  0.1065  -0.2140
H  0.8982  0.3897  -0.7441
H  2.3981  0.4359  -0.7093
O  -1.5392  -0.2506  0.1660
H  -0.9066  -0.3508  0.9468
H  -2.4840  -0.3306  0.5546

Atomic forces in eV per Å
0.8 0.0 0.1
-0.8 0.1 -0.3
-0.1 -0.2 0.3
-1.0 -0.3 2.3
-1.4 0.2 -1.5
2.6 0.2 -0.8


3.
One molecule with the formula C5H10O2S in a non-equilibrium geometry. Source: the OMol25 dataset; level of theory: the ωB97M-V functional and the def2-TZVPD basis.

Its SMILES is C[C@H]1OC[C@@]1(S)CO. The energy relative to the best compared isomer or geometry (same formula, charge and spin) is 45.7 kcal/mol. As for the gap between HOMO and LUMO: 10.2 eV. The HOMO energy comes out at -9.52 eV. The net charge is 0.

CARTESIAN COORDINATES (ANGSTROEM)
C  -1.2353  -0.2908  -1.5642
C  0.0608  0.3485  -1.0853
O  -0.1610  1.6680  -0.4791
C  0.8962  1.3713  0.5130
C  0.6829  -0.1480  0.2180
S  2.1208  -1.2209  -0.0011
C  -0.3236  -0.7108  1.1855
O  -1.3587  0.1901  1.5349
H  -1.5443  0.3015  -2.4255
H  -0.9220  -1.2977  -1.8826
H  -1.8934  -0.4774  -0.7114
H  0.7020  0.2811  -1.9727
H  1.9037  1.6223  0.1907
H  0.5926  1.7610  1.4726
H  2.5129  -1.4845  1.2672
H  0.1263  -1.0419  2.1523
H  -0.7592  -1.6828  0.8192
H  -1.4007  0.8110  0.7685

Atomic forces in eV per Å
1.4 -0.7 0.5
-1.3 -0.4 -0.2
1.4 -0.5 -0.5
-0.6 -0.9 -0.9
0.6 0.6 1.1
0.2 -0.1 -0.3
-0.7 -2.0 1.3
0.2 0.6 -1.0
-0.7 -0.2 0.3
-0.3 0.2 -0.3
-0.6 0.5 -0.6
0.6 0.8 0.4
-0.1 0.6 -0.1
0.2 0.0 0.3
-0.4 0.3 -0.2
0.2 0.5 -0.7
0.3 0.8 -0.2
-0.3 -0.2 0.9


4.
One molecule with the formula C4H4N2O in a non-equilibrium geometry. Source: the OMol25 dataset; level of theory: the ωB97M-V functional and the def2-TZVPD basis.

Its SMILES is [H]/N=C1/CO[C@@H]1C#N. The energy relative to the best compared isomer or geometry (same formula, charge and spin) is 56.8 kcal/mol. As for the gap between HOMO and LUMO: 11.3 eV. The HOMO energy comes out at -10.67 eV. The net charge is 0.

CARTESIAN COORDINATES (ANGSTROEM)
H  1.4931  -0.2340  1.8574
N  0.9161  -0.7525  1.2010
C  0.3620  -0.1161  0.2936
C  -0.4922  -0.5349  -0.8532
O  -0.5800  0.7886  -1.3776
C  0.2657  1.3437  -0.1820
C  1.4873  1.9675  -0.5849
N  2.5049  2.4061  -0.8700
H  -0.0049  -1.2299  -1.5424
H  -1.4738  -0.9262  -0.5668
H  -0.3602  1.9982  0.4261

Atomic forces in eV per Å
-0.1 0.3 -0.1
0.2 -0.6 0.3
0.0 0.3 0.0
-0.3 -0.8 0.0
1.5 1.6 1.7
-2.0 -1.1 -1.6
0.3 0.1 -0.2
0.4 0.2 -0.1
0.0 0.0 0.0
0.1 0.0 0.0
0.1 0.0 0.0


5.
C24H24CoN5O3Se3Te as an isolated structure in a non-equilibrium geometry. Source: the OMol25 dataset; level of theory: the ωB97M-V functional and the def2-TZVPD basis.

The expectation value of S² is 0.80. The spin multiplicity is 2. The energy relative to the best compared isomer or geometry (same formula, charge and spin) is 46.1 kcal/mol. As for the gap between HOMO and LUMO (alpha / beta): 4.3 / 4.4 eV. The HOMO energy (alpha / beta) comes out at -2.52 / -2.55 eV. The net charge is -1.

CARTESIAN COORDINATES (ANGSTROEM)
Co  -0.2656  0.0306  -0.0230
N  -1.4933  -3.6400  -1.0404
C  -1.0963  -2.3466  -1.0205
O  -0.4696  -1.9068  -0.0514
C  -1.4033  -1.4729  -2.1885
C  -1.2963  -0.0051  -1.7422
H  -1.1522  -4.2662  -0.3285
H  -1.8577  -4.0368  -1.8864
H  -2.3681  -1.7261  -2.6401
H  -0.6145  -1.6798  -2.9294
H  -2.2922  0.4062  -1.5504
H  -0.8449  0.5844  -2.5458
Se  3.7028  0.8184  -0.3991
Se  4.4462  1.7201  -2.2865
Te  2.1902  -1.2050  -3.3725
Se  2.1028  -0.7971  -0.9621
C  -7.3282  10.4034  5.1888
O  -7.5139  9.0261  5.3611
C  -6.6280  8.1681  4.7508
C  -6.8593  6.8046  4.9724
C  -6.0372  5.8623  4.4139
C  -4.9476  6.2361  3.6061
C  -4.7292  7.6026  3.3900
C  -5.5562  8.5548  3.9547
C  -4.1291  5.2071  3.0424
N  -4.2980  3.9150  3.2853
C  -3.3529  3.2661  2.5720
C  -2.5604  4.1763  1.8609
N  -3.0688  5.4077  2.1777
C  -1.4860  3.7967  1.0214
C  -0.6357  4.6571  0.3354
C  0.3685  4.1155  -0.4589
C  0.4848  2.7324  -0.5655
N  -0.2834  1.8694  0.0816
C  -1.2712  2.3808  0.9056
C  -2.0531  1.4616  1.6197
N  -1.7445  0.1364  1.4594
C  -2.4689  -0.7622  2.1048
C  -3.5282  -0.4489  2.9357
C  -3.8625  0.8953  3.1301
C  -3.1216  1.8610  2.4773
H  -8.1249  10.8789  5.7590
H  -7.4064  10.6960  4.1361
H  -6.3602  10.7405  5.5754
H  -7.6993  6.5175  5.5872
H  -6.2032  4.8089  4.5711
H  -3.9036  7.9279  2.7729
H  -5.3515  9.5976  3.7596
H  -2.7477  6.2852  1.8092
H  -0.7638  5.7287  0.4170
H  1.0489  4.7492  -1.0057
H  1.2367  2.3206  -1.2285
H  -2.1851  -1.7977  1.9536
H  -4.0883  -1.2360  3.4148
H  -4.6796  1.1925  3.7704
C  1.2251  -0.8248  2.8225
O  1.3410  0.0126  1.6977
H  0.3363  -0.5809  3.4115
H  2.1177  -0.7621  3.4582
H  1.1358  -1.8426  2.4464
H  1.4758  0.9264  1.9799

Atomic forces in eV per Å
0.5 -1.8 -0.4
0.1 0.2 0.2
-0.3 -0.5 -0.6
-0.1 -0.2 0.6
0.1 0.3 0.2
0.1 0.0 0.5
0.0 0.1 -0.1
0.0 0.0 -0.1
0.0 -0.1 0.1
0.0 0.0 0.1
0.0 0.0 0.2
0.2 0.0 0.3
0.4 0.3 1.1
0.3 0.6 -0.9
0.0 -0.1 -0.6
-1.7 -0.1 0.3
0.1 0.4 -0.1
0.3 -0.7 -0.2
-0.2 -0.1 0.2
-0.1 0.5 0.1
0.4 0.0 -0.3
-0.7 1.2 0.4
0.0 -0.9 0.0
-0.3 0.5 0.2
0.9 -1.4 -0.6
-0.4 0.9 0.3
0.9 0.8 -0.8
-0.9 -0.7 0.8
-0.4 0.0 0.3
0.9 -0.1 -0.7
-0.5 -0.3 0.4
0.1 -0.3 -0.1
0.5 0.5 -0.6
-0.2 0.9 0.3
-0.4 0.3 0.4
-0.1 0.3 0.1
0.8 0.4 -1.1
-0.3 -0.6 0.2
0.1 -0.2 -0.1
0.2 0.4 -0.2
-0.1 -0.5 0.1
0.1 0.1 -0.1
0.0 0.0 0.0
0.0 -0.1 0.0
-0.1 0.0 0.1
-0.1 -0.1 0.1
0.1 0.1 0.0
0.0 0.1 0.0
0.0 0.0 0.0
0.0 0.1 0.0
0.1 -0.1 -0.1
0.1 -0.1 0.1
0.0 0.0 -0.1
0.0 -0.1 0.1
-0.1 0.0 0.0
0.0 -0.3 0.4
-0.4 0.4 -0.2
0.0 0.0 0.0
-0.1 0.0 -0.1
0.0 0.0 0.0
0.1 0.0 -0.2


6.
A 5-piece molecular cluster, C26H50N2O15P overall in a non-equilibrium geometry. Source: the OMol25 dataset; level of theory: the ωB97M-V functional and the def2-TZVPD basis.

As for the gap between HOMO and LUMO: 6.3 eV. The HOMO energy comes out at -11.87 eV. The net charge is +1.

CARTESIAN COORDINATES (ANGSTROEM)
C  1.8979  -0.8848  -0.5810
C  2.4743  0.2433  -1.6638
O  1.3562  1.1296  -2.0367
P  1.4393  2.6288  -1.1442
O  1.7646  2.2572  0.3570
C  2.8552  3.7005  -1.9458
C  4.1011  3.9646  -0.9077
C  3.5769  4.9424  0.3487
C  2.8080  6.2568  -0.1046
C  2.2573  7.1713  1.1198
C  2.6469  6.4729  2.5152
N  3.4210  5.2357  2.6057
N  3.9215  4.4162  1.6604
O  -0.0269  3.5371  -1.3825
C  -0.9945  3.3418  -0.2913
C  -0.6533  4.2594  1.0649
H  2.0149  -1.9898  -0.9573
H  0.7736  -0.6168  -0.3159
H  2.5274  -0.7118  0.4107
H  3.3776  0.8500  -1.1948
H  2.8959  -0.3296  -2.6056
H  3.2695  3.0783  -2.8514
H  2.3833  4.6851  -2.3973
H  4.4370  2.8912  -0.5174
H  5.0681  4.4283  -1.4248
H  2.6531  6.5188  -1.2326
H  1.6452  8.1567  1.0114
H  2.2815  7.0024  3.5086
H  3.6393  4.9006  3.5952
H  -2.0298  3.7837  -0.6884
H  -1.2184  2.2153  -0.0290
H  0.1374  5.0944  0.8004
H  -0.0987  3.5006  1.7994
H  -1.6169  4.6558  1.5977
C  1.0536  0.1660  3.9266
C  0.7581  -1.3101  4.1473
O  -0.5437  -1.4978  4.7135
C  -1.5851  -1.3427  3.8581
O  -1.5074  -1.0651  2.6726
O  -2.7346  -1.5193  4.5577
C  -3.9146  -1.2739  3.7953
H  0.9169  0.7289  4.8565
H  2.0771  0.3074  3.5714
H  0.3726  0.6032  3.1906
H  1.4784  -1.7175  4.8640
H  0.8641  -1.8855  3.2204
H  -3.9283  -1.8725  2.8792
H  -3.9904  -0.2073  3.5618
H  -4.7779  -1.5569  4.4043
C  0.0989  1.8721  -4.4502
C  -0.8469  1.4722  -5.5729
O  -0.9746  2.5209  -6.5396
C  0.0771  2.6751  -7.3824
O  1.0991  2.0086  -7.3875
O  -0.1905  3.7229  -8.2024
C  0.8884  4.0632  -9.0706
H  -0.2173  2.8195  -4.0000
H  0.1288  1.1019  -3.6759
H  1.1167  2.0236  -4.8214
H  -1.8449  1.2993  -5.1575
H  -0.5308  0.5389  -6.0532
H  1.2199  3.1973  -9.6520
H  1.7169  4.4782  -8.4881
H  0.5363  4.8303  -9.7662
C  -2.2225  -4.2413  6.6853
C  -0.7023  -4.1789  6.6715
O  -0.1326  -5.2986  7.3588
C  -0.1627  -6.4775  6.6885
O  -0.6221  -6.6596  5.5729
O  0.3801  -7.4305  7.4879
C  0.3096  -8.7463  6.9427
H  -2.5943  -4.3353  7.7115
H  -2.6513  -3.3447  6.2315
H  -2.5907  -5.1124  6.1355
H  -0.3748  -3.2794  7.2027
H  -0.3108  -4.1113  5.6499
H  0.7532  -8.7873  5.9430
H  -0.7317  -9.0826  6.9180
H  0.8740  -9.4164  7.5974
C  -2.1657  -3.1334  -1.5447
C  -1.7213  -2.2952  -2.7341
O  -1.6611  -3.0831  -3.9283
C  -2.8562  -3.3846  -4.4948
O  -3.9537  -3.0464  -4.0829
O  -2.6221  -4.1568  -5.5861
C  -3.8083  -4.6373  -6.2151
H  -1.5232  -4.0137  -1.4329
H  -2.1313  -2.5475  -0.6231
H  -3.1868  -3.5031  -1.6769
H  -0.7100  -1.9184  -2.5503
H  -2.3697  -1.4231  -2.8776
H  -4.4865  -3.8159  -6.4661
H  -4.3049  -5.3643  -5.5649
H  -3.5212  -5.1419  -7.1421

Atomic forces in eV per Å
0.5 1.1 0.6
0.8 -1.7 0.8
1.2 2.9 1.7
0.1 -1.9 2.7
-1.1 1.8 -4.6
0.2 0.2 -1.0
-0.4 -0.3 0.7
0.5 -0.7 -1.1
-0.1 0.1 5.1
3.0 -5.3 -0.3
-0.1 0.3 -2.6
-1.6 2.6 0.9
-2.8 4.5 -3.6
2.6 -2.4 1.2
-2.6 1.1 1.2
1.1 -1.8 0.1
-0.3 2.3 0.7
2.4 -0.7 -0.7
-1.4 -0.7 -2.0
-2.0 -1.2 -0.9
-1.2 1.5 1.6
-0.9 1.2 1.7
1.0 -2.1 1.0
-0.8 2.6 -0.4
-2.4 -0.7 1.0
0.4 -0.6 2.5
1.3 -2.1 0.4
1.1 -1.6 -2.1
-0.5 0.6 -1.7
2.4 -1.1 0.5
0.9 2.2 -0.5
-1.9 -1.5 0.4
-1.2 1.8 -1.4
1.9 -0.6 -1.3
-0.3 0.2 0.0
0.6 0.3 -0.3
-1.0 -0.1 -0.5
0.0 0.3 -0.3
-0.1 -0.4 1.5
1.1 0.1 -0.5
-0.6 0.0 -0.3
0.1 -0.2 0.0
-0.1 -0.1 0.0
0.1 -0.2 0.0
-0.4 -0.1 0.1
-0.2 0.1 0.1
0.1 0.2 0.1
0.1 -0.2 -0.1
0.4 0.0 0.1
0.0 0.0 -0.3
0.3 -0.3 0.5
0.6 0.2 -0.9
0.3 -0.1 0.2
-1.3 0.9 0.0
0.0 -0.9 0.7
0.4 0.2 -0.4
-0.2 -0.2 0.0
-0.2 0.2 -0.4
-0.1 -0.2 0.0
0.1 0.3 -0.3
0.1 0.3 0.0
0.0 0.1 0.3
0.0 -0.2 -0.1
-0.2 -0.2 0.3
-0.2 -0.3 0.0
-0.5 0.5 -0.3
0.3 -1.0 -0.4
-0.4 0.0 -0.2
0.7 0.3 1.4
-0.3 0.9 -0.6
0.0 -0.6 -0.1
0.1 0.1 -0.1
0.1 -0.1 0.1
0.1 0.1 0.0
0.1 -0.4 0.1
-0.1 -0.2 0.2
-0.2 0.1 0.1
0.2 0.1 -0.2
-0.1 0.4 0.0
-0.2 -0.3 -0.1
-0.2 0.2 0.7
-0.7 -0.1 -0.7
-0.4 -0.1 0.2
1.5 -0.3 -0.6
0.0 0.8 0.9
-0.5 -0.2 -0.3
0.0 0.2 0.0
0.1 0.0 -0.1
0.1 0.2 0.0
-0.1 -0.2 -0.3
0.0 -0.3 -0.1
0.1 -0.2 0.2
0.0 0.2 -0.1
0.2 0.2 0.3